{
  "formula": "C8H9O3",
  "method": "ωB97M-V/def2-TZVPD",
  "homo_energy_ev": [-1.583, -1.587],
  "gap_ev": [5.360, 5.364],
  "multiplicity": 1,
  "charge": -1,
  "relative_energy_kj_mol": 507.62,
  "elements": ["C", "C", "C", "C", "C", "C", "C", "C", "O", "O", "O", "H", "H", "H", "H", "H", "H", "H", "H", "H"],
  "xyz": [[-0.011, -1.688, 1.903], [0.158, -0.739, 2.805], [0.284, -1.715, 0.421], [-1.357, 0.773, -1.337], [-0.403, -0.433, -1.643], [-0.458, 1.768, -0.599], [0.599, -0.471, -0.333], [0.397, 0.910, 0.289], [0.352, -0.002, 3.739], [0.496, -2.812, -0.061], [1.688, 1.479, 0.440], [-0.045, -2.719, 2.286], [-1.864, 1.256, -2.139], [-2.120, 0.458, -0.634], [-0.993, -1.335, -1.789], [0.128, -0.382, -2.608], [0.272, 2.475, -1.219], [-0.949, 2.627, -0.115], [1.716, -0.489, -0.706], [2.109, 1.041, 1.300]]
}

=====

{
  "formula": "C8H9O6",
  "method": "ωB97M-V/def2-TZVPD",
  "homo_energy_ev": -3.952,
  "gap_ev": 7.392,
  "multiplicity": 1,
  "charge": -1,
  "relative_energy_kj_mol": 82.93,
  "elements": ["C", "C", "C", "C", "C", "C", "C", "C", "O", "O", "O", "O", "O", "O", "H", "H", "H", "H", "H", "H", "H", "H", "H"],
  "xyz": [[1.788, 1.935, -0.229], [1.832, 0.626, -0.167], [0.510, 2.614, -0.010], [-0.140, -0.437, 1.694], [-0.261, -1.722, 0.789], [-0.125, 0.342, 0.385], [-0.663, -0.896, -0.442], [-2.152, -0.898, -0.842], [2.474, -0.389, -0.270], [0.365, 3.834, -0.013], [-0.452, 1.699, 0.218], [2.985, 2.625, -0.615], [0.168, -1.099, -1.656], [-2.534, -2.241, -0.920], [-1.098, -0.304, 2.295], [0.619, -0.243, 2.516], [0.693, -2.296, 0.617], [-1.148, -2.223, 1.270], [-2.219, -0.419, -1.760], [-2.830, -0.396, -0.130], [2.926, 3.430, -0.148], [1.046, -0.913, -1.330], [-1.785, -2.628, -1.252]]
}

=====

{
  "formula": "C90H200N8O14",
  "method": "ωB97M-V/def2-TZVPD",
  "homo_energy_ev": -7.890,
  "gap_ev": 8.414,
  "multiplicity": 1,
  "charge": 0,
  "relative_energy_kj_mol": 183.82,
  "elements": ["C", "C", "C", "O", "H", "H", "H", "H", "H", "H", "H", "H", "C", "C", "C", "O", "H", "H", "H", "H", "H", "H", "H", "H", "C", "C", "C", "O", "H", "H", "H", "H", "H", "H", "H", "H", "C", "C", "C", "O", "H", "H", "H", "H", "H", "H", "H", "H", "C", "C", "C", "O", "H", "H", "H", "H", "H", "H", "H", "H", "C", "C", "C", "O", "H", "H", "H", "H", "H", "H", "H", "H", "C", "C", "C", "C", "C", "C", "N", "O", "C", "C", "C", "H", "H", "H", "H", "H", "H", "H", "H", "H", "H", "H", "H", "H", "H", "H", "H", "H", "H", "H", "C", "C", "C", "C", "C", "C", "N", "O", "C", "C", "C", "H", "H", "H", "H", "H", "H", "H", "H", "H", "H", "H", "H", "H", "H", "H", "H", "H", "H", "H", "C", "C", "C", "C", "C", "C", "N", "O", "C", "C", "C", "H", "H", "H", "H", "H", "H", "H", "H", "H", "H", "H", "H", "H", "H", "H", "H", "H", "H", "H", "C", "C", "C", "C", "C", "C", "N", "O", "C", "C", "C", "H", "H", "H", "H", "H", "H", "H", "H", "H", "H", "H", "H", "H", "H", "H", "H", "H", "H", "H", "C", "C", "C", "C", "C", "C", "N", "O", "C", "C", "C", "H", "H", "H", "H", "H", "H", "H", "H", "H", "H", "H", "H", "H", "H", "H", "H", "H", "H", "H", "C", "C", "C", "C", "C", "C", "N", "O", "C", "C", "C", "H", "H", "H", "H", "H", "H", "H", "H", "H", "H", "H", "H", "H", "H", "H", "H", "H", "H", "H", "C", "C", "C", "C", "C", "C", "N", "O", "C", "C", "C", "H", "H", "H", "H", "H", "H", "H", "H", "H", "H", "H", "H", "H", "H", "H", "H", "H", "H", "H", "C", "C", "C", "C", "C", "C", "N", "O", "C", "C", "C", "H", "H", "H", "H", "H", "H", "H", "H", "H", "H", "H", "H", "H", "H", "H", "H", "H", "H", "H"],
  "xyz": [[-9.150, -15.957, -0.064], [-10.102, -14.865, 0.285], [-11.498, -14.927, -0.322], [-10.233, -14.745, 1.675], [-8.161, -15.864, 0.384], [-9.144, -16.032, -1.152], [-9.530, -16.919, 0.279], [-9.628, -13.943, -0.051], [-11.862, -15.954, -0.269], [-11.491, -14.697, -1.388], [-12.182, -14.218, 0.143], [-10.920, -15.386, 1.868], [-18.063, -13.189, -2.901], [-18.024, -11.821, -3.556], [-16.886, -10.886, -3.065], [-17.824, -12.021, -4.959], [-17.082, -13.664, -2.900], [-18.791, -13.877, -3.332], [-18.280, -13.139, -1.834], [-19.000, -11.349, -3.441], [-15.892, -11.300, -2.898], [-17.176, -10.516, -2.081], [-16.697, -10.028, -3.709], [-16.963, -12.443, -5.011], [-10.406, -10.265, -8.621], [-10.190, -10.974, -7.323], [-8.938, -10.425, -6.610], [-11.268, -10.590, -6.584], [-9.534, -10.159, -9.267], [-10.675, -9.210, -8.567], [-11.223, -10.740, -9.165], [-10.047, -12.031, -7.551], [-8.798, -10.869, -5.625], [-9.067, -9.348, -6.502], [-8.079, -10.607, -7.257], [-11.239, -9.644, -6.423], [-13.094, -13.100, -3.227], [-12.157, -12.623, -4.269], [-11.075, -13.638, -4.604], [-12.969, -12.440, -5.425], [-14.065, -12.609, -3.167], [-12.563, -12.921, -2.292], [-13.237, -14.178, -3.154], [-11.712, -11.648, -4.072], [-10.201, -13.264, -5.137], [-11.484, -14.527, -5.084], [-10.737, -14.018, -3.639], [-12.426, -12.024, -6.099], [-16.182, -15.778, 0.344], [-16.186, -16.479, -1.016], [-14.808, -16.471, -1.626], [-16.525, -17.849, -0.800], [-17.174, -15.731, 0.795], [-15.802, -14.760, 0.265], [-15.480, -16.290, 1.003], [-16.982, -15.995, -1.582], [-14.836, -16.710, -2.689], [-14.157, -17.213, -1.163], [-14.363, -15.489, -1.465], [-17.474, -17.852, -0.653], [-14.817, -15.731, -5.638], [-15.602, -14.614, -6.343], [-17.057, -14.936, -6.656], [-15.502, -13.441, -5.512], [-13.817, -15.473, -5.288], [-14.703, -16.628, -6.247], [-15.313, -16.039, -4.717], [-15.142, -14.475, -7.322], [-17.149, -15.830, -7.273], [-17.536, -14.238, -7.343], [-17.703, -14.980, -5.780], [-14.600, -13.114, -5.493], [-14.736, -6.095, -8.424], [-13.791, -6.040, -7.190], [-14.453, -5.043, -6.153], [-13.759, -5.014, -4.834], [-13.763, -6.450, -4.268], [-13.145, -7.494, -5.199], [-13.654, -7.363, -6.633], [-13.070, -8.272, -7.552], [-11.608, -7.318, -5.064], [-13.569, -8.839, -4.640], [-12.421, -5.364, -7.644], [-15.188, -5.125, -8.632], [-15.523, -6.826, -8.238], [-14.252, -6.383, -9.357], [-14.511, -4.030, -6.553], [-15.495, -5.308, -5.977], [-14.149, -4.311, -4.098], [-12.714, -4.723, -4.938], [-14.790, -6.777, -4.105], [-13.229, -6.316, -3.327], [-11.150, -6.346, -5.249], [-11.327, -7.670, -4.071], [-11.125, -8.057, -5.704], [-14.645, -8.998, -4.708], [-13.245, -9.694, -5.234], [-13.174, -9.032, -3.643], [-11.840, -5.914, -8.384], [-11.746, -5.115, -6.825], [-12.682, -4.439, -8.158], [-13.785, -8.850, -7.827], [-11.423, -19.138, -6.742], [-11.416, -19.993, -5.473], [-10.056, -20.755, -5.429], [-8.936, -20.001, -4.754], [-9.423, -19.505, -3.376], [-10.656, -18.593, -3.336], [-11.712, -19.234, -4.187], [-12.841, -18.460, -4.291], [-11.152, -18.507, -1.794], [-10.255, -17.154, -3.802], [-12.559, -21.018, -5.688], [-12.350, -18.602, -6.945], [-11.295, -19.746, -7.638], [-10.607, -18.417, -6.799], [-10.262, -21.655, -4.850], [-9.779, -21.064, -6.437], [-8.724, -19.153, -5.405], [-7.994, -20.546, -4.692], [-8.541, -18.963, -3.034], [-9.554, -20.258, -2.599], [-11.632, -19.448, -1.524], [-10.327, -18.421, -1.087], [-11.859, -17.688, -1.660], [-10.047, -17.206, -4.871], [-11.137, -16.515, -3.853], [-9.386, -16.697, -3.330], [-12.929, -21.483, -4.774], [-12.229, -21.946, -6.154], [-13.421, -20.641, -6.238], [-13.510, -18.846, -3.722], [-9.348, -14.156, -10.112], [-10.429, -14.655, -11.072], [-10.137, -16.125, -11.391], [-10.668, -17.169, -10.414], [-12.205, -16.923, -10.296], [-12.461, -15.544, -9.756], [-11.816, -14.482, -10.603], [-12.138, -13.209, -10.178], [-13.963, -15.388, -9.811], [-12.079, -15.498, -8.215], [-10.295, -13.858, -12.326], [-9.407, -14.702, -9.171], [-9.397, -13.082, -9.930], [-8.335, -14.282, -10.495], [-10.498, -16.327, -12.399], [-9.080, -16.313, -11.578], [-10.074, -16.996, -9.517], [-10.440, -18.148, -10.835], [-12.756, -17.666, -9.720], [-12.531, -16.984, -11.334], [-14.326, -15.438, -10.838], [-14.508, -16.113, -9.207], [-14.266, -14.395, -9.480], [-12.684, -16.204, -7.646], [-11.082, -15.922, -8.100], [-12.134, -14.526, -7.725], [-9.372, -14.046, -12.874], [-10.438, -12.779, -12.272], [-11.104, -14.259, -12.936], [-12.480, -12.778, -10.964], [-15.275, -8.386, -11.945], [-15.383, -9.815, -11.370], [-15.030, -9.702, -9.863], [-15.495, -10.851, -8.935], [-16.979, -11.163, -9.139], [-17.363, -11.343, -10.642], [-16.834, -10.234, -11.475], [-17.287, -10.288, -12.767], [-16.969, -12.767, -11.118], [-18.910, -11.142, -10.629], [-14.420, -10.858, -11.952], [-14.259, -8.005, -11.836], [-15.997, -7.778, -11.400], [-15.514, -8.291, -13.004], [-13.950, -9.565, -9.813], [-15.424, -8.756, -9.493], [-15.442, -10.511, -7.901], [-14.906, -11.754, -9.098], [-17.570, -10.439, -8.577], [-17.052, -12.141, -8.664], [-15.954, -13.130, -10.961], [-17.634, -13.540, -10.730], [-17.161, -12.741, -12.191], [-19.312, -10.190, -10.283], [-19.298, -11.217, -11.644], [-19.405, -11.960, -10.105], [-13.450, -10.466, -12.257], [-14.742, -11.173, -12.945], [-14.300, -11.700, -11.271], [-17.861, -9.519, -12.775], [-14.473, -16.897, 3.850], [-13.216, -15.969, 3.708], [-12.839, -15.313, 5.027], [-12.302, -16.319, 6.113], [-10.989, -16.902, 5.528], [-11.219, -17.608, 4.136], [-12.040, -16.765, 3.214], [-12.143, -17.227, 1.884], [-9.813, -17.886, 3.574], [-11.879, -18.976, 4.360], [-13.509, -14.820, 2.721], [-14.729, -17.488, 2.971], [-15.369, -16.327, 4.092], [-14.301, -17.500, 4.742], [-12.053, -14.582, 4.841], [-13.701, -14.802, 5.456], [-13.000, -17.107, 6.396], [-12.028, -15.788, 7.024], [-10.525, -17.609, 6.216], [-10.240, -16.131, 5.345], [-9.779, -18.314, 2.573], [-9.313, -16.928, 3.432], [-9.264, -18.605, 4.182], [-11.371, -19.544, 5.139], [-12.914, -18.938, 4.698], [-11.889, -19.555, 3.437], [-13.698, -15.229, 1.729], [-12.667, -14.131, 2.655], [-14.457, -14.388, 3.041], [-12.694, -18.013, 1.889], [-6.086, -11.427, -1.154], [-6.910, -11.411, -2.508], [-8.251, -12.123, -2.250], [-9.447, -11.300, -1.740], [-9.495, -9.935, -2.463], [-8.164, -9.081, -2.461], [-7.117, -9.996, -2.973], [-5.924, -9.269, -3.169], [-8.373, -7.949, -3.460], [-7.751, -8.567, -1.080], [-6.259, -12.354, -3.532], [-5.817, -12.468, -0.975], [-6.613, -11.032, -0.286], [-5.193, -10.810, -1.260], [-8.620, -12.691, -3.104], [-8.147, -12.920, -1.514], [-9.302, -11.126, -0.674], [-10.348, -11.911, -1.804], [-10.283, -9.293, -2.070], [-9.718, -10.166, -3.505], [-7.566, -7.225, -3.359], [-8.478, -8.241, -4.505], [-9.274, -7.407, -3.172], [-8.496, -7.843, -0.748], [-7.534, -9.280, -0.285], [-6.835, -7.980, -1.151], [-6.874, -12.423, -4.429], [-6.137, -13.373, -3.166], [-5.281, -11.944, -3.785], [-5.841, -9.250, -4.125], [-10.434, -9.328, 2.146], [-11.406, -10.220, 2.869], [-12.248, -9.303, 3.788], [-13.466, -8.666, 3.139], [-14.251, -9.667, 2.272], [-13.419, -10.422, 1.222], [-12.237, -11.043, 1.919], [-11.531, -11.909, 1.111], [-14.265, -11.662, 0.667], [-13.104, -9.574, -0.046], [-10.745, -11.213, 3.845], [-9.696, -8.764, 2.716], [-10.902, -8.520, 1.584], [-9.827, -9.945, 1.483], [-12.612, -9.950, 4.586], [-11.624, -8.587, 4.323], [-13.241, -7.757, 2.582], [-14.068, -8.293, 3.968], [-15.056, -9.115, 1.787], [-14.723, -10.363, 2.966], [-14.696, -12.344, 1.400], [-15.150, -11.437, 0.071], [-13.625, -12.278, 0.036], [-14.020, -9.142, -0.449], [-12.456, -8.723, 0.161], [-12.592, -10.162, -0.808], [-10.005, -11.797, 3.299], [-11.393, -11.886, 4.406], [-10.237, -10.686, 4.653], [-11.342, -12.643, 1.699], [-3.394, -14.817, -4.030], [-4.234, -15.734, -4.945], [-4.782, -16.902, -4.094], [-5.726, -17.864, -4.779], [-6.890, -17.007, -5.398], [-6.452, -15.723, -6.211], [-5.328, -15.005, -5.518], [-4.993, -13.799, -6.147], [-6.131, -16.084, -7.703], [-7.681, -14.871, -6.201], [-3.333, -16.342, -6.040], [-2.813, -14.133, -4.648], [-2.653, -15.322, -3.410], [-3.922, -14.199, -3.303], [-3.959, -17.547, -3.789], [-5.113, -16.446, -3.160], [-6.085, -18.562, -4.022], [-5.281, -18.447, -5.585], [-7.685, -16.756, -4.697], [-7.492, -17.666, -6.024], [-6.002, -17.152, -7.879], [-6.940, -15.839, -8.391], [-5.212, -15.606, -8.044], [-7.521, -13.950, -6.761], [-8.572, -15.371, -6.580], [-7.942, -14.568, -5.187], [-3.672, -17.229, -6.575], [-2.462, -16.756, -5.531], [-3.008, -15.613, -6.782], [-5.054, -13.170, -5.423]]
}